Entry 1:
165
Properties=species:S:1:pos:R:3:mulliken_charge:R:1 method="wB97M-V/def2-TZVPD" charge=0 e_lumo_ev=-0.432 multiplicity=1 orbital_gap_ha=0.263 relative_energy_kj_mol=8317.1
O 1.711 -4.757 2.125 -0.914
S 2.515 -3.576 2.264 1.706
O 2.524 -2.724 3.446 -0.410
O 4.044 -4.002 1.844 -0.520
C 5.088 -3.083 2.078 0.735
C 6.427 -3.479 1.351 -1.433
C 2.020 -2.453 0.895 -0.654
H 5.241 -3.022 3.155 0.444
H 4.696 -2.094 1.840 -0.497
H 6.177 -3.743 0.323 0.292
H 6.871 -4.254 1.976 0.381
H 7.035 -2.578 1.269 0.375
H 1.866 -3.044 -0.008 1.109
H 2.736 -1.660 0.682 -1.059
H 1.070 -1.965 1.113 -3.294
O -2.153 -0.685 -2.204 1.524
S -3.416 -1.191 -1.789 -0.181
O -3.569 -2.260 -0.828 -0.395
O -4.322 0.113 -1.217 -0.484
C -3.990 1.360 -1.808 1.027
C -5.192 2.297 -1.488 -1.470
C -4.537 -1.530 -3.237 -1.057
H -3.718 1.418 -2.862 -0.181
H -3.089 1.695 -1.296 -0.552
H -6.144 1.865 -1.796 0.453
H -5.056 3.350 -1.736 0.431
H -5.438 2.341 -0.428 0.245
H -5.560 -1.520 -2.860 0.513
H -4.177 -2.448 -3.701 0.348
H -4.391 -0.641 -3.851 0.258
O -2.181 -2.008 4.240 -0.570
S -3.148 -2.305 3.223 0.842
O -4.185 -1.430 2.826 -0.654
O -2.327 -2.946 1.923 0.033
C -3.081 -3.090 0.727 -0.456
C -2.177 -3.743 -0.280 -0.131
C -3.881 -3.864 3.621 -1.183
H -3.638 -2.255 0.303 0.695
H -3.785 -3.922 0.734 0.365
H -2.687 -4.060 -1.190 0.581
H -1.739 -4.539 0.323 0.889
H -1.287 -3.169 -0.536 -0.115
H -4.353 -3.823 4.602 0.395
H -3.072 -4.584 3.490 0.319
H -4.643 -4.108 2.881 0.374
O -4.166 3.757 -0.408 -0.654
S -3.432 2.900 0.518 1.139
O -2.820 1.670 0.033 -1.105
O -2.413 3.821 1.557 -0.580
C -1.005 3.408 1.676 -0.017
C -0.523 2.338 2.660 0.155
C -4.580 2.289 1.751 -0.772
H -0.437 4.325 1.836 0.559
H -0.686 3.060 0.694 -0.597
H -0.792 1.363 2.254 -0.628
H -0.864 2.654 3.645 1.096
H 0.565 2.283 2.618 -0.832
H -4.772 3.133 2.414 0.659
H -4.120 1.378 2.133 -0.345
H -5.532 2.014 1.297 0.477
O 0.555 -0.496 -3.186 -0.574
S -0.203 -1.343 -4.117 1.130
O 0.386 -2.543 -4.671 -0.908
O -1.509 -1.732 -3.120 0.460
C -2.233 -2.960 -3.327 -1.258
C -1.666 -3.718 -2.150 -1.300
C -1.176 -0.319 -5.221 -1.001
H -2.092 -3.461 -4.285 0.678
H -3.301 -2.832 -3.150 -0.156
H -2.018 -4.749 -2.148 0.969
H -2.007 -3.326 -1.191 -0.076
H -0.584 -3.598 -2.105 0.106
H -0.415 0.191 -5.811 0.605
H -1.771 0.344 -4.593 -0.069
H -1.900 -0.924 -5.767 0.410
O 0.582 1.745 0.704 2.307
S 1.340 2.525 -0.264 1.684
O 0.647 3.055 -1.410 -0.709
O 2.058 3.795 0.466 0.488
C 2.303 4.920 -0.384 -0.140
C 3.635 5.463 0.016 -1.514
C 2.923 1.724 -0.718 -1.403
H 1.445 5.589 -0.327 0.404
H 2.469 4.750 -1.448 0.120
H 4.515 4.878 -0.253 0.282
H 3.606 5.404 1.104 0.302
H 3.713 6.471 -0.391 0.494
H 2.601 0.718 -0.987 0.324
H 3.524 1.570 0.179 0.430
H 3.404 2.315 -1.497 0.748
O 1.817 0.939 -3.391 -0.243
S 0.661 1.832 -3.358 0.543
O 0.886 3.288 -3.309 -0.853
O -0.386 1.603 -4.619 0.161
C -1.466 2.497 -4.769 -0.047
C -1.769 2.501 -6.286 -1.462
C -0.475 1.323 -1.874 -1.570
H -1.262 3.517 -4.441 0.614
H -2.325 2.192 -4.171 0.014
H -1.827 3.563 -6.526 0.411
H -2.626 1.850 -6.458 0.328
H -0.870 2.136 -6.782 0.287
H -1.041 0.431 -2.143 0.868
H -1.184 2.124 -1.666 1.683
H 0.202 0.983 -1.091 -1.153
O 4.654 2.515 3.700 -0.619
S 4.115 2.915 2.426 0.992
O 4.744 3.911 1.605 -0.733
O 3.550 1.700 1.475 -0.490
C 3.320 0.513 2.127 -1.497
C 2.219 -0.268 1.347 1.786
C 2.422 3.817 2.762 -1.189
H 2.748 0.616 3.049 -0.001
H 4.168 -0.134 2.350 0.500
H 2.928 -0.887 0.797 -0.222
H 1.652 0.288 0.601 0.399
H 1.592 -0.844 2.028 -0.226
H 2.514 4.881 2.983 0.532
H 1.932 3.326 3.603 0.668
H 1.874 3.629 1.839 0.254
O 3.857 -3.527 -2.530 -0.826
S 3.314 -2.445 -1.783 1.391
O 3.602 -2.265 -0.400 -0.311
O 3.942 -1.058 -2.644 -0.229
C 5.315 -0.984 -2.832 -0.284
C 5.641 0.521 -3.096 -0.885
C 1.520 -2.298 -2.108 -1.433
H 5.569 -1.576 -3.712 0.273
H 5.725 -1.253 -1.859 0.249
H 6.662 0.568 -3.473 0.443
H 5.565 0.936 -2.091 0.104
H 4.969 1.031 -3.787 0.207
H 1.203 -1.329 -1.723 0.111
H 1.000 -3.118 -1.614 0.563
H 1.334 -2.361 -3.180 1.222
C 0.597 -0.222 -0.632 0.716
S -0.196 -1.312 0.588 3.319
O 0.484 -0.765 1.874 -0.446
C -1.978 -0.850 0.238 -0.346
H 0.705 0.720 -0.095 -2.253
H 0.084 -0.257 -1.594 -0.537
H 1.632 -0.558 -0.689 0.419
H -2.611 -0.958 1.119 1.346
H -2.374 -1.324 -0.659 -1.316
H -2.089 0.230 0.140 0.085
C -1.725 0.227 3.097 2.985
S -2.724 1.024 4.474 -0.053
O -3.336 2.303 3.813 -0.602
C -4.175 -0.102 4.795 -0.778
H -2.438 0.044 2.293 -2.293
H -1.454 -0.763 3.463 -0.839
H -0.779 0.743 2.932 -0.828
H -4.649 -0.406 3.862 0.344
H -4.822 0.330 5.558 0.608
H -3.909 -1.096 5.157 0.458
C 1.024 0.655 3.640 -0.430
S 2.185 -0.615 4.400 0.918
O 2.491 -0.409 5.926 -0.955
C 0.988 -1.991 4.073 -0.445
H 0.460 0.237 2.806 0.158
H 1.611 1.545 3.413 -0.534
H 0.371 1.093 4.395 0.631
H 1.345 -2.909 4.540 0.625
H 0.995 -2.223 3.008 -0.554
H -0.039 -1.725 4.324 0.749


Entry 2:
155
Properties=species:S:1:pos:R:3:mulliken_charge:R:1 method="wB97M-V/def2-TZVPD" charge=0 e_lumo_ev=0.273 multiplicity=1 orbital_gap_ha=0.270 relative_energy_kj_mol=2988.0
C -0.394 0.939 -0.595 2.163
C -1.499 1.096 0.468 1.434
O -1.060 0.182 1.507 -0.331
C -0.134 -0.682 0.984 -0.019
O 0.385 -1.564 1.607 0.010
O 0.055 -0.395 -0.320 -1.099
F -2.706 0.718 0.082 -0.830
H 0.437 1.613 -0.385 -2.476
H -0.887 1.129 -1.548 -0.459
H -1.607 2.139 0.764 -1.663
O -1.211 -0.262 -4.899 -0.932
P 0.086 -0.097 -4.134 0.003
N 0.492 -1.367 -3.038 0.587
C -0.431 -2.317 -2.581 -0.934
C 1.858 -1.644 -2.558 -2.279
N 0.189 1.404 -3.315 0.725
C -0.999 2.151 -3.328 -1.487
C 1.269 1.833 -2.418 -0.585
N 1.605 0.005 -5.030 0.401
C 2.123 -1.116 -5.849 -1.018
C 1.958 1.241 -5.732 -1.192
H -1.301 -2.386 -3.235 0.762
H -0.720 -2.097 -1.554 -0.114
H -0.073 -3.330 -2.767 0.386
H 2.655 -0.994 -2.919 0.811
H 2.181 -2.590 -2.992 0.742
H 1.892 -1.752 -1.474 0.178
H -1.917 1.730 -2.919 0.553
H -0.894 2.976 -2.622 0.555
H -1.212 2.617 -4.290 0.390
H 1.839 2.658 -2.845 0.604
H 0.866 2.112 -1.445 0.727
H 1.910 0.974 -2.218 0.086
H 2.684 -1.774 -5.185 0.180
H 1.288 -1.691 -6.250 0.329
H 2.845 -0.858 -6.624 0.445
H 3.043 1.314 -5.803 0.425
H 1.719 2.185 -5.242 0.323
H 1.377 1.301 -6.652 0.352
O -5.639 -3.202 0.887 -0.877
P -4.206 -3.477 0.968 0.506
N -3.433 -2.996 2.414 0.237
C -2.000 -2.726 2.472 -0.204
C -4.296 -2.410 3.534 -1.063
N -3.370 -2.474 -0.242 0.402
C -3.132 -3.036 -1.603 -0.918
C -3.037 -1.057 -0.117 -1.168
N -3.743 -5.062 0.591 0.214
C -4.536 -5.979 -0.171 -1.115
C -2.588 -5.684 1.199 -0.723
H -1.632 -2.724 1.446 -0.992
H -1.520 -3.430 3.151 0.208
H -1.853 -1.726 2.879 0.745
H -3.881 -2.312 4.537 0.347
H -5.124 -3.111 3.641 0.352
H -4.663 -1.428 3.236 0.359
H -2.979 -4.108 -1.478 0.144
H -4.027 -2.887 -2.208 0.388
H -2.267 -2.712 -2.182 0.214
H -1.948 -1.106 -0.092 0.691
H -3.324 -0.526 -1.025 0.217
H -3.522 -0.607 0.749 0.353
H -4.505 -6.912 0.392 0.497
H -5.584 -5.699 -0.273 0.314
H -4.090 -6.175 -1.146 0.297
H -1.707 -5.122 0.891 -0.075
H -2.391 -6.686 0.817 0.541
H -2.679 -5.742 2.283 0.186
O -0.304 3.117 -0.414 0.274
P -1.201 4.244 -0.175 -0.408
N -2.111 4.748 -1.526 0.164
C -2.468 3.747 -2.582 -1.514
C -2.831 6.099 -1.589 -0.947
N -0.354 5.699 0.230 1.083
C 0.991 6.027 -0.361 -1.018
C -0.950 6.858 0.954 -1.267
N -2.416 4.101 1.028 0.232
C -2.043 3.857 2.399 -0.623
C -3.611 3.363 0.702 -0.286
H -3.030 4.171 -3.415 0.494
H -3.035 2.897 -2.202 0.265
H -1.552 3.374 -3.040 0.121
H -3.488 6.264 -0.735 0.308
H -3.342 6.048 -2.550 0.391
H -2.078 6.882 -1.673 0.205
H 1.722 6.035 0.448 -0.106
H 1.311 5.232 -1.035 0.157
H 0.891 7.010 -0.822 0.508
H -0.676 7.811 0.502 0.469
H -2.022 6.733 1.106 0.320
H -0.578 6.879 1.978 0.212
H -1.658 2.848 2.543 0.315
H -1.315 4.604 2.715 -0.005
H -2.816 3.868 3.167 0.449
H -3.353 2.392 0.280 -0.108
H -4.228 3.840 -0.059 0.278
H -4.225 3.286 1.599 0.353
O 4.258 -4.691 0.328 -0.885
P 2.760 -4.792 0.062 0.457
N 2.230 -6.141 -0.836 0.248
C 2.864 -7.427 -0.557 -1.068
C 0.878 -6.249 -1.246 -0.710
N 2.166 -3.540 -0.929 0.489
C 2.788 -3.396 -2.292 -0.922
C 0.955 -2.792 -0.737 -0.964
N 1.855 -4.796 1.519 0.919
C 1.810 -5.980 2.415 -1.172
C 1.989 -3.654 2.373 -1.225
H 2.813 -8.032 -1.462 0.372
H 2.371 -7.885 0.300 0.345
H 3.926 -7.341 -0.329 0.327
H 0.747 -7.125 -1.882 0.484
H 0.672 -5.361 -1.845 -0.129
H 0.226 -6.212 -0.373 0.261
H 3.454 -2.536 -2.358 0.399
H 3.329 -4.306 -2.553 0.719
H 2.097 -3.232 -3.119 0.212
H 0.198 -3.468 -0.340 0.431
H 1.005 -2.009 0.020 0.123
H 0.428 -2.464 -1.634 -0.728
H 2.812 -6.144 2.812 0.392
H 1.100 -5.849 3.232 0.339
H 1.659 -6.907 1.861 0.236
H 1.017 -3.448 2.821 0.105
H 2.300 -2.728 1.890 0.229
H 2.658 -3.870 3.207 0.485
O 4.682 3.142 2.285 -0.879
P 3.261 3.239 2.685 0.602
N 3.089 2.483 4.241 0.185
C 3.715 3.226 5.387 -0.985
C 3.252 1.051 4.344 -0.864
N 2.059 2.455 1.714 0.497
C 0.746 2.121 2.203 -0.073
C 2.265 2.500 0.301 -0.341
N 2.742 4.858 2.940 0.114
C 1.404 5.179 3.495 -0.610
C 3.138 5.776 1.803 -1.451
H 4.795 3.270 5.244 0.351
H 3.537 2.810 6.379 0.324
H 3.332 4.241 5.290 0.274
H 4.319 0.875 4.205 0.369
H 2.727 0.526 3.547 0.071
H 2.898 0.692 5.311 0.348
H 0.719 2.028 3.289 0.756
H 0.014 2.867 1.893 -0.235
H 0.406 1.135 1.887 -0.491
H 1.565 1.828 -0.195 1.689
H 2.189 3.564 0.077 -0.164
H 3.273 2.119 0.135 0.518
H 0.887 4.277 3.823 0.361
H 1.602 5.883 4.303 0.553
H 0.830 5.888 2.899 -0.282
H 3.269 6.804 2.139 0.470
H 2.507 5.648 0.924 0.530
H 4.147 5.575 1.441 0.450